Entry 1:
A structure of composition C37H33InN3OP2 in a non-equilibrium geometry. Source: the Open Molecules 2025 dataset; level of theory: wB97M-V/def2-TZVPD.

CARTESIAN COORDINATES (ANGSTROEM)
1 In 2.128 -0.778 -1.528
2 O 4.093 -0.613 -1.409
3 C 4.660 0.475 -0.836
4 C 5.918 0.273 -0.165
5 C 6.448 1.366 0.485
6 C 5.932 2.635 0.241
7 C 4.803 2.835 -0.429
8 C 4.107 1.743 -0.987
9 C 2.931 2.126 -1.723
10 N 1.817 1.370 -1.933
11 C 0.900 2.167 -2.651
12 C 1.480 3.358 -2.855
13 N 2.678 3.328 -2.249
14 H 6.415 -0.665 -0.206
15 H 7.342 1.235 1.067
16 H 6.460 3.389 0.824
17 H 4.267 3.763 -0.526
18 H -0.097 1.830 -2.947
19 H 1.157 4.210 -3.439
20 H 3.419 4.015 -2.276
21 C -1.332 -0.013 0.974
22 C -1.607 -0.095 -0.468
23 P -3.251 -0.984 -0.900
24 C -4.450 -0.018 0.154
25 C -4.738 1.347 0.087
26 C -5.780 1.873 0.842
27 C -6.515 1.101 1.704
28 C -6.121 -0.233 1.911
29 C -5.126 -0.785 1.109
30 C -3.583 -0.372 -2.529
31 C -4.856 -0.720 -3.016
32 C -5.189 -0.340 -4.337
33 C -4.266 0.344 -5.084
34 C -3.014 0.667 -4.610
35 C -2.675 0.254 -3.326
36 C 0.079 0.456 1.327
37 P 1.255 -0.870 0.957
38 C 0.464 -2.367 1.607
39 C -0.040 -3.297 0.714
40 C -0.877 -4.312 1.123
41 C -1.443 -4.269 2.372
42 C -0.929 -3.371 3.286
43 C 0.059 -2.482 2.946
44 C 2.665 -0.470 2.027
45 C 2.865 0.825 2.438
46 C 3.984 1.155 3.145
47 C 4.830 0.158 3.601
48 C 4.539 -1.170 3.290
49 C 3.468 -1.516 2.466
50 H -1.424 -0.992 1.471
51 H -2.023 0.728 1.418
52 H -0.818 -0.679 -0.910
53 H -1.485 0.886 -0.931
54 H -4.094 2.023 -0.558
55 H -5.945 2.944 0.981
56 H -7.291 1.603 2.334
57 H -6.666 -0.854 2.558
58 H -4.905 -1.833 1.191
59 H -5.574 -1.323 -2.390
60 H -6.105 -0.695 -4.819
61 H -4.478 0.711 -6.051
62 H -2.350 1.131 -5.257
63 H -1.627 0.460 -2.987
64 H 0.025 0.550 2.441
65 H 0.416 1.406 0.891
66 H 0.373 -3.348 -0.318
67 H -1.096 -5.152 0.407
68 H -2.196 -4.957 2.683
69 H -1.366 -3.469 4.302
70 H 0.493 -1.857 3.668
71 H 2.294 1.636 2.129
72 H 4.160 2.245 3.306
73 H 5.747 0.360 4.126
74 H 5.217 -1.965 3.671
75 H 3.265 -2.547 2.194
76 N 0.845 -3.226 -3.191
77 C 1.335 -2.338 -2.628

Computed properties:
E_HOMO in Ha: -0.38382
Total charge: +1
LUMO energy in Eh: -0.0920
Energy above the lowest of the compared OMol25 structures with the same formula, charge and spin in eV: 0.1526

Entry 2:
A structure of composition C37H33IrN2P2S. Source: the Open Molecules 2025 dataset; level of theory: wB97M-V/def2-TZVPD.

CARTESIAN COORDINATES (ANGSTROEM)
1 Ir -0.187 -0.257 -0.196
2 S 1.706 0.199 1.343
3 C 1.789 -1.524 1.256
4 C 2.711 -2.305 1.948
5 C 2.649 -3.682 1.783
6 C 1.690 -4.223 0.936
7 C 0.802 -3.376 0.273
8 N 0.846 -2.061 0.432
9 H 3.445 -1.837 2.589
10 H 3.339 -4.328 2.309
11 H 1.622 -5.290 0.782
12 H 0.047 -3.774 -0.393
13 C -1.531 2.241 -2.173
14 N -2.849 1.694 -2.136
15 C -3.365 0.954 -0.991
16 P -2.284 0.679 0.499
17 C -3.469 -0.193 1.544
18 C -4.380 0.526 2.319
19 C -5.316 -0.162 3.073
20 C -5.340 -1.551 3.061
21 C -4.417 -2.265 2.307
22 C -3.477 -1.588 1.548
23 C -2.005 2.278 1.292
24 C -2.629 3.463 0.903
25 C -2.400 4.624 1.625
26 C -1.550 4.611 2.723
27 C -0.928 3.431 3.114
28 C -1.148 2.268 2.396
29 C -3.696 1.844 -3.221
30 C -4.471 0.763 -3.691
31 C -5.346 0.952 -4.733
32 C -5.496 2.218 -5.308
33 C -4.732 3.292 -4.846
34 C -3.824 3.113 -3.829
35 P -0.162 0.913 -2.309
36 C -0.646 -0.146 -3.681
37 C -0.368 -1.511 -3.564
38 C -0.612 -2.366 -4.627
39 C -1.150 -1.860 -5.803
40 C -1.446 -0.507 -5.918
41 C -1.194 0.355 -4.864
42 C 1.210 1.953 -2.831
43 C 1.783 1.805 -4.096
44 C 2.825 2.639 -4.470
45 C 3.298 3.605 -3.592
46 C 2.751 3.727 -2.319
47 C 1.709 2.904 -1.935
48 H -1.280 2.792 -1.262
49 H -1.415 2.893 -3.036
50 H -3.657 -0.056 -1.298
51 H -4.287 1.431 -0.641
52 H -4.359 1.608 2.336
53 H -6.022 0.388 3.681
54 H -6.078 -2.080 3.649
55 H -4.424 -3.347 2.325
56 H -2.744 -2.133 0.963
57 H -3.313 3.483 0.061
58 H -2.897 5.541 1.336
59 H -1.374 5.522 3.278
60 H -0.279 3.420 3.979
61 H -0.676 1.342 2.704
62 H -4.327 -0.227 -3.276
63 H -5.913 0.114 -5.114
64 H -6.209 2.364 -6.109
65 H -4.878 4.277 -5.268
66 H -3.277 3.961 -3.436
67 H 0.067 -1.888 -2.644
68 H -0.375 -3.418 -4.548
69 H -1.332 -2.524 -6.638
70 H -1.856 -0.121 -6.842
71 H -1.399 1.414 -4.974
72 H 1.428 1.045 -4.777
73 H 3.266 2.532 -5.452
74 H 4.096 4.266 -3.901
75 H 3.140 4.466 -1.633
76 H 1.285 2.996 -0.939

Computed properties:
E_HOMO (spin up / spin down) in Ha: -0.58316 / -0.61163
Total charge: +3
Multiplicity: 6
LUMO energy (spin up / spin down) in Eh: -0.2889 / -0.4180
Energy above the lowest of the compared OMol25 structures with the same formula, charge and spin in eV: 0.0000

Entry 3:
A structure of composition C37H33N10O5S3Ti. Source: the Open Molecules 2025 dataset; level of theory: wB97M-V/def2-TZVPD.

CARTESIAN COORDINATES (ANGSTROEM)
1 Ti 0.562 -1.065 -1.303
2 C -4.653 -3.723 3.621
3 C -4.159 -2.946 2.431
4 C -3.343 -3.541 1.477
5 C -2.840 -2.808 0.410
6 C -3.155 -1.467 0.296
7 C -3.972 -0.853 1.238
8 C -4.474 -1.594 2.290
9 S -2.443 -0.451 -0.982
10 O -3.529 0.040 -1.798
11 O -1.645 0.519 -0.245
12 N -1.456 -1.407 -1.759
13 C -1.709 -1.716 -3.151
14 C -0.443 -1.537 -3.985
15 O -0.454 -1.697 -5.189
16 O 0.625 -1.207 -3.296
17 H -4.616 -4.797 3.433
18 H -5.680 -3.455 3.873
19 H -4.034 -3.520 4.498
20 H -3.074 -4.586 1.577
21 H -2.169 -3.261 -0.309
22 H -4.194 0.203 1.149
23 H -5.105 -1.112 3.030
24 H -2.498 -1.082 -3.562
25 H -2.024 -2.760 -3.282
26 N 0.572 -3.291 2.391
27 C 1.091 -2.445 3.363
28 C 1.832 -2.929 4.440
29 C 2.299 -2.060 5.413
30 C 2.062 -0.696 5.310
31 C 1.347 -0.207 4.227
32 C 0.839 -1.073 3.269
33 S -0.224 -0.515 1.995
34 N 0.270 -1.552 0.727
35 C 0.526 -2.850 1.036
36 C 0.807 -3.702 0.009
37 C 1.003 -5.124 0.127
38 C 1.297 -5.880 -0.953
39 C 1.423 -5.240 -2.235
40 C 1.212 -3.906 -2.323
41 N 0.888 -3.099 -1.264
42 H 0.941 -4.225 2.468
43 H 2.039 -3.992 4.507
44 H 2.873 -2.452 6.245
45 H 2.448 -0.013 6.057
46 H 1.174 0.856 4.116
47 H 0.878 -5.612 1.087
48 H 1.424 -6.951 -0.856
49 H 1.669 -5.801 -3.125
50 H 1.296 -3.395 -3.273
51 O 2.429 -0.728 -0.889
52 N 3.430 0.005 -1.394
53 C 3.395 0.303 -2.718
54 C 4.376 1.047 -3.302
55 C 5.428 1.502 -2.485
56 C 5.450 1.180 -1.159
57 C 4.435 0.394 -0.537
58 S 4.441 -0.016 1.084
59 H 2.543 -0.099 -3.245
60 H 4.317 1.272 -4.356
61 H 6.222 2.108 -2.906
62 H 6.246 1.512 -0.508
63 C 1.449 2.120 0.309
64 C 0.938 2.203 -1.084
65 N 0.604 1.174 -1.847
66 C 0.166 1.698 -3.044
67 C 0.263 3.049 -3.004
68 N 0.758 3.359 -1.760
69 C 1.054 4.719 -1.307
70 N -0.066 5.577 -1.364
71 N 0.140 6.865 -1.922
72 N -0.893 7.608 -1.527
73 C -1.695 6.892 -0.718
74 C -2.876 7.239 -0.028
75 C -3.477 6.262 0.766
76 C -2.955 4.983 0.903
77 C -1.769 4.613 0.227
78 C -1.179 5.575 -0.563
79 H 0.690 2.463 1.015
80 H 2.345 2.728 0.442
81 H 1.708 1.094 0.554
82 H -0.171 1.071 -3.850
83 H 0.009 3.820 -3.710
84 H 1.799 5.154 -1.975
85 H 1.485 4.634 -0.303
86 H -3.294 8.233 -0.120
87 H -4.391 6.512 1.297
88 H -3.464 4.253 1.520
89 H -1.392 3.600 0.287

Computed properties:
E_HOMO (spin up / spin down) in Ha: 0.02660 / -0.04749
Total charge: -2
Multiplicity: 2
LUMO energy (spin up / spin down) in Eh: 0.1421 / 0.1421
Energy above the lowest of the compared OMol25 structures with the same formula, charge and spin in eV: 0.5101

Entry 4:
A structure of composition C37H33N5O7Re in a non-equilibrium geometry. Source: the Open Molecules 2025 dataset; level of theory: wB97M-V/def2-TZVPD.

CARTESIAN COORDINATES (ANGSTROEM)
1 Re -0.834 -0.600 0.622
2 C -4.213 2.053 2.026
3 O -3.269 3.120 2.058
4 C -2.010 2.923 2.531
5 C -1.445 4.010 3.177
6 C -0.175 3.951 3.742
7 C 0.528 2.767 3.700
8 C -0.003 1.665 3.024
9 C 0.656 0.378 3.130
10 N 0.327 -0.615 2.393
11 N 0.742 -1.879 2.802
12 C -0.039 -2.752 2.251
13 O -1.026 -2.404 1.436
14 C 0.124 -4.189 2.549
15 C -0.879 -5.081 2.187
16 C -0.743 -6.430 2.478
17 C 0.396 -6.890 3.122
18 C 1.403 -5.999 3.474
19 C 1.269 -4.651 3.192
20 C -1.251 1.747 2.388
21 O -1.739 0.713 1.676
22 H -5.161 2.520 1.772
23 H -3.964 1.300 1.286
24 H -4.295 1.581 3.008
25 H -2.041 4.912 3.236
26 H 0.230 4.816 4.248
27 H 1.495 2.672 4.180
28 H 1.359 0.197 3.940
29 H -1.759 -4.709 1.681
30 H -1.526 -7.124 2.198
31 H 0.503 -7.943 3.347
32 H 2.295 -6.359 3.971
33 H 2.046 -3.947 3.454
34 C -3.627 2.692 -2.769
35 C -3.290 2.451 -1.296
36 C -2.010 3.128 -0.860
37 C -2.031 4.500 -0.630
38 C -0.905 5.172 -0.191
39 C 0.273 4.472 0.014
40 C 0.344 3.104 -0.211
41 C 1.676 2.412 -0.062
42 C 2.627 2.800 -1.198
43 C -0.812 2.440 -0.642
44 N -0.796 1.015 -0.847
45 C -0.891 0.593 -2.072
46 C -1.217 -0.768 -2.277
47 C -1.407 -1.601 -3.368
48 C -1.820 -2.840 -2.847
49 C -1.863 -2.710 -1.467
50 N -1.515 -1.451 -1.111
51 H -4.594 2.256 -3.021
52 H -2.880 2.251 -3.431
53 H -3.669 3.761 -2.985
54 H -3.247 1.379 -1.099
55 H -4.103 2.851 -0.686
56 H -2.959 5.040 -0.778
57 H -0.947 6.237 -0.003
58 H 1.161 4.993 0.355
59 H 1.544 1.331 -0.041
60 H 2.116 2.704 0.894
61 H 2.244 2.459 -2.162
62 H 3.616 2.363 -1.048
63 H 2.746 3.883 -1.255
64 H -0.770 1.289 -2.897
65 H -1.265 -1.341 -4.405
66 H -2.059 -3.732 -3.403
67 H -2.100 -3.447 -0.718
68 O 0.975 -3.205 -0.340
69 C 1.379 -2.110 -0.649
70 O 0.948 -0.951 -0.162
71 C 2.486 -1.950 -1.655
72 C 3.067 -0.715 -1.912
73 C 4.063 -0.597 -2.866
74 C 4.452 -1.734 -3.548
75 C 3.895 -2.977 -3.311
76 C 2.904 -3.079 -2.350
77 N 5.506 -1.615 -4.582
78 O 5.875 -2.635 -5.128
79 O 5.940 -0.505 -4.816
80 H 2.731 0.149 -1.361
81 H 4.534 0.350 -3.085
82 H 4.236 -3.833 -3.872
83 H 2.438 -4.029 -2.127

Computed properties:
E_HOMO (spin up / spin down) in Ha: -0.28294 / -0.28609
Total charge: 0
Multiplicity: 2
LUMO energy (spin up / spin down) in Eh: -0.0220 / -0.0321
Energy above the lowest of the compared OMol25 structures with the same formula, charge and spin in eV: 0.2477

Entry 5:
A structure of composition C37H33N6O4S2ScSi. Source: the Open Molecules 2025 dataset; level of theory: wB97M-V/def2-TZVPD.

CARTESIAN COORDINATES (ANGSTROEM)
1 Sc 0.822 0.001 0.003
2 N 1.881 4.292 -1.603
3 C 1.999 2.908 -1.256
4 N 0.822 2.303 -0.810
5 C -0.071 3.033 -0.139
6 N -1.167 2.529 0.386
7 N -1.180 1.160 0.191
8 C -2.292 0.567 0.394
9 C -2.382 -0.873 0.127
10 C -3.525 -1.583 0.475
11 C -3.569 -2.939 0.193
12 C -2.486 -3.511 -0.455
13 C -1.378 -2.731 -0.747
14 N -1.311 -1.436 -0.447
15 C 0.119 4.493 0.005
16 C -0.664 5.271 0.849
17 C -0.455 6.637 0.946
18 C 0.548 7.230 0.184
19 C 1.337 6.468 -0.660
20 C 1.129 5.092 -0.748
21 H 2.762 4.697 -1.880
22 H 2.416 2.350 -2.097
23 H -3.161 1.122 0.743
24 H -4.326 -1.081 1.002
25 H -4.416 -3.539 0.498
26 H -2.468 -4.568 -0.687
27 H -0.492 -3.147 -1.208
28 H -1.431 4.771 1.426
29 H -1.063 7.235 1.612
30 H 0.726 8.297 0.258
31 H 2.124 6.927 -1.247
32 C 3.564 -3.885 -4.398
33 Si 3.975 -2.080 -4.089
34 C 5.199 -1.890 -2.686
35 C 4.820 -1.442 -5.658
36 C 2.449 -1.023 -3.838
37 C 2.042 -0.076 -4.757
38 C 0.969 0.783 -4.491
39 C 0.393 0.705 -3.242
40 N 0.749 -0.209 -2.339
41 C 1.696 -1.124 -2.632
42 S 1.979 -2.326 -1.431
43 H 4.468 -4.444 -4.660
44 H 2.848 -3.988 -5.218
45 H 3.124 -4.325 -3.505
46 H 6.218 -2.026 -3.063
47 H 5.005 -2.614 -1.897
48 H 5.121 -0.903 -2.228
49 H 5.745 -2.000 -5.828
50 H 5.083 -0.386 -5.568
51 H 4.193 -1.560 -6.546
52 H 2.576 0.024 -5.697
53 H 0.640 1.526 -5.205
54 H -0.358 1.414 -2.917
55 O 3.098 2.858 -0.224
56 S 3.207 1.484 0.563
57 O 2.070 1.422 1.483
58 O 2.939 0.445 -0.469
59 O 4.514 1.484 1.133
60 C 0.369 -1.079 1.819
61 C -0.594 -1.337 2.544
62 C -1.763 -1.464 3.337
63 C -2.433 -0.223 3.668
64 C -3.829 -0.087 3.872
65 C -4.427 1.147 4.071
66 C -3.684 2.321 4.087
67 C -2.309 2.215 3.881
68 C -1.704 0.994 3.675
69 C -2.260 -2.782 3.628
70 C -1.746 -3.912 2.939
71 C -2.182 -5.195 3.191
72 C -3.152 -5.459 4.158
73 C -3.638 -4.379 4.885
74 C -3.208 -3.086 4.639
75 H -4.462 -0.960 3.808
76 H -5.506 1.189 4.196
77 H -4.157 3.284 4.236
78 H -1.691 3.107 3.863
79 H -0.640 0.950 3.476
80 H -0.980 -3.741 2.192
81 H -1.754 -6.013 2.618
82 H -3.496 -6.469 4.351
83 H -4.358 -4.545 5.682
84 H -3.568 -2.295 5.281

Computed properties:
E_HOMO in Ha: -0.00458
Total charge: -2
LUMO energy in Eh: 0.1535
Energy above the lowest of the compared OMol25 structures with the same formula, charge and spin in eV: 1.3330

Entry 6:
A structure of composition C37H34AuN2OPS. Source: the Open Molecules 2025 dataset; level of theory: wB97M-V/def2-TZVPD.

CARTESIAN COORDINATES (ANGSTROEM)
1 Au 1.095 0.660 -0.090
2 N 2.690 -1.660 -2.024
3 P 1.857 -1.484 -0.550
4 C 0.689 -2.863 -0.508
5 C -0.083 -3.023 0.640
6 C -0.985 -4.071 0.731
7 C -1.129 -4.955 -0.330
8 C -0.365 -4.795 -1.476
9 C 0.547 -3.752 -1.566
10 C 3.198 -1.978 0.575
11 C 3.309 -3.267 1.092
12 C 4.378 -3.595 1.913
13 C 5.344 -2.645 2.213
14 C 5.236 -1.359 1.703
15 C 4.161 -1.023 0.897
16 C 2.187 -1.151 -3.212
17 C 2.986 -1.020 -4.352
18 C 2.396 -0.526 -5.494
19 C 1.049 -0.171 -5.476
20 C 0.354 -0.335 -4.295
21 N 0.901 -0.824 -3.182
22 H 3.668 -1.899 -1.987
23 H 0.034 -2.329 1.464
24 H -1.579 -4.194 1.628
25 H -1.840 -5.769 -0.263
26 H -0.478 -5.482 -2.305
27 H 1.144 -3.628 -2.460
28 H 2.558 -4.011 0.860
29 H 4.457 -4.595 2.318
30 H 6.178 -2.905 2.852
31 H 5.980 -0.611 1.947
32 H 4.056 -0.010 0.523
33 H 4.032 -1.294 -4.327
34 H 2.982 -0.409 -6.397
35 H 0.558 0.224 -6.354
36 H -0.694 -0.067 -4.224
37 C -2.174 -0.477 2.851
38 C -0.938 0.341 2.444
39 C -1.222 1.816 2.799
40 C -0.752 0.197 0.959
41 C 0.328 -0.137 3.168
42 C 0.396 -1.372 3.808
43 C 1.578 -1.824 4.385
44 C 2.718 -1.040 4.345
45 C 2.659 0.205 3.735
46 C 1.482 0.650 3.155
47 H -3.056 -0.057 2.365
48 H -2.329 -0.439 3.932
49 H -2.099 -1.521 2.543
50 H -2.155 2.130 2.328
51 H -0.436 2.476 2.436
52 H -1.319 1.932 3.882
53 H -1.583 -0.069 0.311
54 H -0.479 -2.005 3.865
55 H 1.600 -2.793 4.867
56 H 3.641 -1.391 4.788
57 H 3.539 0.836 3.704
58 H 1.468 1.620 2.675
59 C -2.169 8.865 1.503
60 C -1.275 10.067 1.366
61 O -1.642 11.198 1.535
62 S 0.445 9.817 0.922
63 C 0.579 8.058 0.720
64 C 0.994 7.260 1.782
65 C 1.105 5.890 1.623
66 C 0.808 5.289 0.396
67 C 0.407 6.100 -0.670
68 C 0.300 7.470 -0.510
69 C 0.914 3.871 0.236
70 C 1.001 2.666 0.119
71 H -3.158 9.211 1.795
72 H -1.775 8.173 2.246
73 H -2.224 8.326 0.558
74 H 1.226 7.720 2.734
75 H 1.425 5.269 2.448
76 H 0.186 5.643 -1.625
77 H -0.004 8.093 -1.342

Computed properties:
E_HOMO (spin up / spin down) in Ha: -0.25937 / -0.29751
Total charge: 0
Multiplicity: 3
LUMO energy (spin up / spin down) in Eh: 0.0180 / -0.0257

- Which formula does entry 3 have?
  C37H33N10O5S3Ti